No. 1
Below is a molecular structure, C18H28BF16N2O18S4Zr in a non-equilibrium geometry, with properties calculated with ωB97M-V/def2-TZVPD.

Values from the calculation:
2S+1   1
Frontier orbital gap   3.2 eV
LUMO energy   0.3 eV
Total charge   -1
Relative energy (zero: lowest compared OMol25 entry of this formula, charge and spin)   4.121 eV
Electronic energy   -5428.8951 hartree

The geometry in XYZ format:
```
88
Properties=species:S:1:pos:R:3:lowdin_charge:R:1
H 4.06188 19.39974 6.24799 0.1366
H -0.64806 22.99338 -0.87751 0.0854
C 3.14569 19.99224 6.22313 -0.1840
H 3.31405 18.82759 -0.02534 -0.0185
H 3.86454 24.38025 -3.31344 0.1215
F 4.78249 20.88399 -5.99581 0.1737
O 2.93420 16.02788 -1.49178 -0.2258
C 7.52023 19.27660 0.63247 -0.4406
O 3.34926 21.09964 5.36244 0.0770
H 2.39025 20.29488 -0.56193 0.0358
H -0.15941 21.48982 -1.85374 0.0841
H 8.20069 20.14290 0.62988 0.0730
O 6.00822 16.68994 -1.70562 0.1758
C -1.46358 17.65477 -1.07968 -0.5600
S 0.01472 18.86439 3.33956 0.5244
H 3.74429 20.49865 8.24513 0.0743
C 3.77219 22.88272 -5.23748 -0.3794
H 7.37330 19.12014 -2.84358 0.0832
Zr 3.18563 18.18840 1.96700 1.7584
C 2.83518 20.46984 7.64099 -0.0500
H -2.58805 21.56691 -1.05398 0.1163
H 2.41044 21.47441 7.69220 0.0819
C -0.52914 21.91250 -0.92015 -0.0584
C 5.23524 19.03594 -2.95568 -0.1902
F 1.39290 16.43784 0.20329 -0.2387
H 4.42548 19.51797 -3.50493 0.1140
O 5.22817 14.47590 -0.18598 -0.2122
O -1.28688 18.54568 2.85032 -0.2039
F 7.26018 15.84049 -4.60774 0.1617
S 4.96359 15.30617 0.93653 0.6087
O -2.74348 19.43013 -2.12854 0.1648
C 6.54184 19.80474 -3.00885 -0.0438
N 1.32074 17.98073 2.82740 -0.4285
F -0.16049 17.69582 -1.31351 0.1822
S 0.46278 16.51708 3.32720 0.5774
C 4.19114 23.40950 -2.94624 -0.1575
O 0.14714 19.44438 4.64558 -0.2428
H 6.09122 20.68919 1.29515 0.0922
H 5.09085 23.30178 -2.34578 0.1266
O 8.06719 18.25689 1.38611 -0.3134
O 3.38510 19.88820 3.51256 0.0015
H 7.60239 18.90558 -0.40536 0.0669
H 2.91325 20.02687 1.25109 -0.0343
C 5.81834 16.71369 -2.87836 -0.3844
B 2.55684 19.57198 0.30119 -0.4276
O -0.33895 15.93013 2.30402 -0.2235
F 5.22243 15.20278 -4.58742 0.1459
H 4.83087 18.98257 -1.94438 0.0954
O 2.83146 23.60289 -5.33905 0.1723
O 5.33681 18.82441 1.67936 -0.3372
H 3.43980 21.58606 -2.06341 0.0545
N 3.60693 16.46246 0.90683 -0.4378
H 5.47941 19.85067 -0.14065 0.0661
H 6.67044 20.32224 -3.95753 0.0688
F 4.43496 14.33475 2.08315 -0.1610
H 1.63980 19.02111 0.61136 -0.0181
F 2.58428 22.32457 2.35364 0.1825
C 6.00624 19.71132 0.80567 -0.2741
C 3.08147 22.60722 -2.22243 -0.0503
C 3.42685 20.95895 4.06700 -0.3144
O 0.05814 16.30172 4.68271 -0.2167
C 3.43523 22.35543 3.37438 -0.5347
O 2.28567 14.24270 0.08770 -0.2358
H 2.87382 22.84262 -1.17641 0.0773
C -2.04776 19.05604 -1.22859 -0.3675
F -2.04512 16.78266 -1.89080 0.1881
H 2.14767 19.91460 8.28000 0.0797
F 6.60639 14.49401 -3.05851 0.1793
F 4.66523 22.58906 2.92598 0.1912
F 5.29028 22.74584 -6.96237 0.1606
H 6.56331 20.48414 -2.15545 0.0705
O 4.48200 22.62675 -4.11135 -0.0125
S 2.75854 15.60413 -0.14133 0.5215
O 6.02158 16.08119 1.53789 -0.2338
H 2.18327 22.55192 -2.83427 0.0761
O -1.66515 19.85725 -0.22464 0.0239
F 3.33508 21.81689 -7.30364 0.1946
H 0.28485 21.64500 -0.23656 0.0600
F 1.81980 15.65983 3.19378 -0.2034
H 2.36976 19.28462 5.92834 0.1127
F -1.67648 17.25776 0.18075 0.1624
O 5.41286 17.76365 -3.60683 0.0294
F 3.06890 23.33419 4.19723 0.1860
C -1.78939 21.27207 -0.37177 -0.2085
C 4.28312 22.04054 -6.41745 -0.5655
F 0.47709 20.09468 2.39746 -0.1975
H -2.01880 21.73741 0.58428 0.1255
C 6.24999 15.54759 -3.78166 -0.5349
```



No. 2
Below is a molecular structure, C18H28BLiO13 in a non-equilibrium geometry, with properties calculated with ωB97M-V/def2-TZVPD.

Values from the calculation:
2S+1   1
Frontier orbital gap   5.4 eV
LUMO energy   4.2 eV
Total charge   -2
Electronic energy   -1713.3918 hartree

The geometry in XYZ format:
```
61
Properties=species:S:1:pos:R:3:lowdin_charge:R:1
O 2.55304 0.06003 -8.83530 0.2211
H 0.55308 2.31637 1.60273 0.1329
C 0.91664 -2.38260 4.14405 -0.2149
H -0.94227 1.72726 4.60795 0.0835
C -4.41485 -0.63165 2.56255 -0.1556
C -3.74006 -1.93213 1.95457 -0.1468
H 0.81665 0.62276 1.14349 0.0916
C 0.56417 1.59585 0.74820 -0.1668
H 3.05095 0.04533 3.35123 0.1181
H 1.79096 0.07688 4.56150 0.1224
O 4.02111 -1.53932 -7.93606 0.2423
H 0.84089 1.85798 -2.52783 0.0928
O 1.33176 -0.40085 -4.51851 0.1420
H -1.46970 0.70167 -1.59635 0.1076
H 3.35809 -1.31717 5.77013 0.0894
H -5.36030 -0.04536 0.64148 0.1100
C -2.51323 2.68571 3.55212 -0.5938
C 3.04060 -1.73671 4.84924 -0.1788
O -3.24248 0.02035 0.55173 -0.2432
H -4.63081 1.32236 1.47562 0.1018
B 3.10311 -0.42766 -7.58905 -0.9074
Li -2.18757 1.26568 1.81871 0.5622
H 2.36892 1.34823 -0.44449 0.0907
H -1.73392 -1.31185 1.25629 0.1317
C -1.81589 1.32037 4.07343 -0.4270
O 1.98009 -2.71284 5.01541 -0.1451
H -2.58900 0.91569 4.82805 0.0962
O -1.50959 0.37239 3.12240 -0.4263
H 0.11974 -1.94408 4.69924 0.1048
O 4.61612 -2.52532 -9.81871 0.1645
C -2.79910 -1.34230 0.80640 -0.1710
C 2.84806 -0.87450 -9.80294 -0.3225
H -1.78279 2.93772 2.71124 0.0592
H 1.72990 2.98244 -0.48042 0.0972
H -2.92453 -1.83696 -0.14682 0.1006
H 0.95751 0.38008 -1.78286 0.1094
H -1.44827 2.37305 -1.55121 0.1158
H -3.24995 -2.46368 2.83824 0.1169
C 3.97771 -1.74638 -9.22070 -0.4515
O 3.80105 0.56549 -6.77782 0.2063
H -3.33785 2.32895 2.75839 0.0596
C 1.36396 -1.30551 3.14553 -0.1917
O 2.38297 -0.82923 -10.91768 0.1298
C 3.19968 0.77209 -5.57865 -0.3607
H 0.49734 -3.28465 3.68309 0.1158
C 0.61224 1.40267 -1.59353 -0.1487
O 2.05045 -0.81643 -6.62437 0.2289
C 1.49257 1.94118 -0.41676 -0.1269
H 1.81453 -1.64893 2.18582 0.1202
H -3.65380 -0.23504 3.26476 0.0849
H 3.89703 -2.26693 4.43118 0.1064
C -0.85622 1.51593 -1.20866 -0.1686
O -2.82622 3.65451 4.37512 -0.3058
H -5.35420 -0.86451 3.01847 0.0944
H 0.54326 -0.60339 3.03342 0.0669
O 3.53699 1.61024 -4.79640 0.1392
H -4.48120 -2.67313 1.53568 0.0964
C 2.42339 -0.62472 3.97961 -0.1791
C 2.03718 -0.23317 -5.47014 -0.4196
O -0.80651 1.60770 0.23633 -0.2203
C -4.52142 0.23002 1.30185 -0.1813
```



No. 3
Below is a molecular structure, C18H28BN3O11Pb in a non-equilibrium geometry, with properties calculated with ωB97M-V/def2-TZVPD.

Values from the calculation:
2S+1   1
Frontier orbital gap   3.1 eV
LUMO energy   1.2 eV
Total charge   -2
Electronic energy   -1912.0769 hartree

The geometry in XYZ format:
```
62
Properties=species:S:1:pos:R:3:lowdin_charge:R:1
O -6.72143 5.70883 0.78691 0.0693
C -2.22975 -2.70152 -2.51360 -0.2131
O 3.05229 -6.80459 4.32086 -0.5646
C -4.02835 -0.99585 -2.67566 -0.2600
H 4.72171 -5.14323 -5.61157 0.1058
H -4.32789 -3.82181 3.28858 0.0443
C -2.93841 -1.73067 -3.41674 -0.2020
O -3.82404 5.24334 2.87854 0.2009
H 5.04983 -2.69166 -5.93799 0.0984
H -2.13879 -1.14426 -3.86931 0.1077
C -5.75845 5.30197 1.47576 -0.3090
H 1.69579 4.00295 -1.74776 0.1298
H -4.64733 -0.36968 -3.31821 0.1056
H -3.55210 -0.30705 -1.97792 0.1138
H -4.76687 -5.05937 4.39699 0.0431
H 6.56346 -2.32601 -3.92141 0.0615
C 6.87284 -2.35571 -4.96616 -0.1053
C 2.69713 3.95452 -1.31990 -0.2503
C -4.91170 -1.93192 -1.83462 -0.1073
C 5.92655 -3.31311 -5.75564 -0.2267
C 5.50468 -4.65800 -5.02880 -0.1758
H 7.95254 -2.47589 -5.05490 0.0638
O -4.32450 7.28407 2.04884 0.1055
O -2.80710 -4.97153 4.02865 -0.3456
H -4.33168 -2.43230 -1.05919 0.0728
H 1.45896 6.49989 -0.58990 0.0737
H -3.29940 -2.18583 -4.33904 0.1083
H -5.68385 -1.36343 -1.31624 0.0720
C 2.37947 -0.19043 6.50934 -0.3631
C 4.97443 -4.36094 -3.68618 -0.2342
C -4.12064 -4.86153 3.54181 -0.3624
H 2.55506 6.67309 0.66215 0.0675
H 6.26800 -5.43566 -5.05486 0.1109
H 2.90399 -0.29586 5.55968 0.0405
H 6.25008 -3.58657 -6.75996 0.0937
C -4.58503 6.11085 2.19362 -0.3649
H 6.74121 -1.30815 -5.23707 0.0627
C 2.47019 2.71923 -0.64911 -0.2392
H 3.08785 0.18988 7.24531 0.0343
O 2.00706 -1.52633 6.72897 -0.3417
O -2.44551 0.93906 2.74648 0.1101
O -3.40241 3.05000 2.19925 0.2079
H 3.80253 5.84975 -1.06418 0.1096
C 2.01359 5.89354 0.12623 -0.0812
N 4.59977 -4.16753 -2.59948 0.1470
H 3.35126 3.71294 -2.15767 0.1268
O -4.03205 1.18127 4.98079 0.1753
H 1.54071 0.50561 6.49761 0.0413
H -5.50497 -2.64128 -2.41164 0.0715
H 3.99576 -7.05830 4.31689 -0.1742
C -3.25396 1.87689 2.85005 -0.3295
O -4.70590 3.22672 4.10470 0.1825
C -4.03900 2.01527 4.14299 -0.3802
O -5.61003 4.04795 1.91291 0.2160
N -1.62425 -3.39040 -1.78550 0.1377
B -4.44772 3.87982 2.77613 -0.8843
H -4.45160 -5.56005 2.77328 0.0335
N 2.26738 1.70244 -0.09945 0.1485
H 3.90804 4.72965 0.06826 0.1135
H 1.38966 5.27572 0.77206 0.0878
Pb 1.37631 -3.53670 2.41686 0.9035
C 3.13672 5.12815 -0.59080 -0.2838
```



No. 4
Below is a molecular structure, C18H28BO8Y, with properties calculated with ωB97M-V/def2-TZVPD.

Values from the calculation:
2S+1   1
Frontier orbital gap   7.9 eV
LUMO energy   -5.1 eV
Total charge   +2
Relative energy (zero: lowest compared OMol25 entry of this formula, charge and spin)   0.000 eV
Electronic energy   -1367.3847 hartree

The geometry in XYZ format:
```
56
Properties=species:S:1:pos:R:3:lowdin_charge:R:1
C 2.93378 0.67600 1.71485 -0.1155
H -1.78735 2.41684 -1.11916 0.1189
H 2.14150 -0.64427 3.93708 0.1548
Y 0.05263 0.36935 0.38503 1.6747
C 3.38287 0.36363 0.31017 -0.1085
C -3.10572 0.78042 -0.65175 -0.1032
H -3.81604 1.50571 -0.25247 0.1544
O -1.09967 3.66649 0.82668 0.0765
C 1.03879 5.77436 2.75034 0.0161
H 1.18213 0.83960 3.68712 0.1527
C -0.95705 7.06730 2.25256 -0.0634
C 0.46024 4.74308 2.04456 -0.2074
O 0.96024 3.47472 1.79152 0.0812
O 0.53476 -1.45872 -1.19841 -0.2291
H -1.50064 7.99699 2.34726 0.1125
C 0.09727 -1.00222 3.39295 -0.1069
H 4.17574 1.04480 -0.00026 0.1568
H 2.01534 5.67694 3.20388 0.1240
C -2.17713 -0.86677 2.51808 -0.1111
C 1.35877 -0.17994 3.33473 -0.1240
H -1.40090 -2.01639 -1.39891 0.1390
H -1.98771 -0.45230 -3.15586 0.1491
C -1.52807 6.01680 1.54013 0.0150
O -0.80194 -0.44547 2.40580 -0.2620
H -4.00085 -0.30273 1.53316 0.1538
O 1.76192 -0.14353 1.95698 -0.2468
O -0.94627 0.66837 -1.72904 -0.2624
H -3.05743 1.07648 2.15251 0.1533
C -0.98738 -0.36969 -2.72927 -0.1127
H 3.73619 -0.66740 0.23808 0.1444
O 2.23583 0.53680 -0.54897 -0.2493
H 2.46926 -2.11240 -1.23227 0.1424
H -2.57100 1.69913 -2.54850 0.1536
H 2.65608 1.72715 1.83019 0.1298
H 3.71500 0.41655 2.43006 0.1546
H -0.35586 -0.92580 4.38183 0.1516
H 0.70753 7.78915 3.38706 0.1127
C -2.13288 1.48834 -1.57390 -0.1076
B -0.00910 2.81133 1.03410 -0.4621
H 1.77382 0.59230 -2.52772 0.1366
C 1.83518 -1.45949 -1.83130 -0.1090
H -3.65285 -0.03159 -1.13503 0.1456
H -2.26533 -1.89549 2.16193 0.1492
C 2.36076 -0.04188 -1.86392 -0.1185
C 0.29870 6.94850 2.84398 -0.0634
H -2.49252 -0.81773 3.56087 0.1515
H -2.50081 6.10401 1.07682 0.1233
C -0.78290 4.86241 1.45885 -0.2067
H 1.76961 -1.87271 -2.83846 0.1503
C -0.59965 -1.66794 -2.05228 -0.1294
H 0.28005 -2.05294 3.15841 0.1504
H -0.29763 -0.09148 -3.52701 0.1423
C -2.99520 0.09122 1.68612 -0.1119
H -0.39726 -2.45119 -2.78397 0.1500
O -2.31689 0.21772 0.42085 -0.2641
H 3.39982 -0.00597 -2.19418 0.1538
```